C7H6N2 | wB97M-V/def2-TZVPD

Computed properties:
- HOMO-LUMO gap (eV) = 7.87
- E_LUMO (eV) = -0.72
- E_HOMO (eV) = -8.6
- ΔE to the lowest compared entry with this formula, charge and spin (kcal/mol) = 311.2

Structure (ORCA input):
```
! wB97M-V def2-TZVPD RIJCOSX def2/J DEFGRID3
* xyz 0 1
H -0.658 -0.635 -1.493
C -1.558 -0.906 -0.552
H 2.938 0.673 -0.536
C -2.003 0.419 -0.245
H 2.274 0.797 1.149
C -2.049 1.676 0.404
H 2.006 -1.330 -0.618
H -2.495 -1.691 -1.232
C -0.890 -0.907 0.824
C 1.865 0.658 0.017
C -0.456 1.856 -0.095
H -1.326 -0.946 2.004
N 1.210 -0.605 -0.408
N 0.413 -0.872 0.754
C 0.727 1.814 0.027
*
```

Here are the Mulliken charges for atoms 1 to 8, given in e:
1 H 0.368
2 C -0.280
3 H 0.330
4 C 0.152
5 H 0.252
6 C -0.563
7 H 0.298
8 H 0.359


C5H6ClN2 | wB97M-V/def2-TZVPD

Computed properties:
- HOMO-LUMO gap (eV) = 9.76
- SMILES = C#C/C=N\C=[NH+]/CCl
- E_LUMO (eV) = -5.06
- E_HOMO (eV) = -14.8
- ΔE to the lowest compared entry with this formula, charge and spin (kcal/mol) = 34.7

Structure (ORCA input):
```
! wB97M-V def2-TZVPD RIJCOSX def2/J DEFGRID3
* xyz 1 1
C -0.606 0.958 0.594
N -0.301 1.316 -0.631
C 0.534 -1.874 1.668
H 2.463 -3.029 1.990
H 0.142 0.859 -2.576
C -0.328 0.447 -1.808
N -0.941 -0.217 0.950
C -0.739 -1.333 1.477
H -0.266 2.297 -0.823
H -0.522 1.879 1.330
H 0.119 -0.659 -1.624
Cl -2.047 0.368 -2.365
C 1.624 -2.365 1.756
H -1.679 -2.041 1.676
*
```

Here are the Mulliken charges for atoms 1 to 8, given in e:
1 C 0.124
2 N -0.131
3 C -0.399
4 H 0.408
5 H 0.381
6 C -0.385
7 N -0.044
8 C -0.362


C80H192F14N10O28P3S10 | wB97M-V/def2-TZVPD

Computed properties:
- HOMO-LUMO gap (eV) = 8.90
- E_LUMO (eV) = -4.70
- E_HOMO (eV) = -13.6

Structure (ORCA input):
```
! wB97M-V def2-TZVPD RIJCOSX def2/J DEFGRID3
* xyz 3 1
H 5.704 -4.397 -5.436
O -2.906 -2.835 -4.790
C -5.848 1.059 -7.275
H 0.977 -7.438 6.412
H 7.827 -3.987 6.199
H 1.425 5.835 -5.120
H 0.493 2.944 -3.372
F -2.420 1.316 2.283
H 3.153 3.243 -5.956
O -6.753 6.514 -1.366
H 3.983 4.656 4.862
H 7.867 -6.129 -2.790
F -5.160 -3.731 -0.674
H 2.025 5.086 -6.658
O -7.898 4.274 -0.954
H 6.218 -3.222 6.086
H -6.898 0.328 -4.913
H -1.906 5.849 -5.980
C -3.061 3.571 -0.724
O 0.117 -2.143 -5.710
C -0.119 5.440 -6.627
C -6.788 0.765 -0.632
H -0.511 6.823 0.384
O 1.845 4.754 2.055
H -6.429 -0.785 -8.355
H -0.872 -2.233 5.937
F 4.385 -5.838 -0.600
H 6.071 -0.617 -2.020
H -2.102 3.739 -0.187
F 2.507 2.419 2.255
H 6.049 -3.508 2.290
H 0.650 -6.448 -8.518
H 1.270 -8.352 -6.899
H -0.056 1.004 1.643
C -4.358 7.466 1.850
P 5.251 -0.520 2.233
F 4.431 -5.845 1.568
H -10.287 3.809 -4.943
N 1.290 3.804 -5.200
H -5.601 0.030 1.718
H 2.679 2.957 6.994
H 2.742 2.541 -4.338
H -4.763 -4.195 4.415
O 0.040 0.941 -2.798
H 1.787 7.503 5.931
H 1.193 4.555 -3.191
H 0.257 7.868 2.587
H -0.205 -0.663 2.156
H -3.079 8.524 3.148
H 0.969 1.118 -0.496
C 0.549 3.918 -3.852
H 0.891 4.839 6.986
H 3.622 -6.410 4.350
C -1.481 7.342 0.471
O -5.975 2.936 0.937
H -10.477 3.819 -2.336
H 4.253 -0.013 4.855
H -3.822 -0.880 3.209
C -1.699 -1.670 5.520
C 5.401 -5.401 -5.131
H 4.581 -2.060 0.616
H 1.135 6.137 4.940
F -3.164 -4.539 -0.881
S -2.492 -1.793 -3.853
C 3.114 4.384 5.480
H 1.805 -3.751 -2.815
C 1.907 -0.636 6.564
H 4.611 -0.324 0.028
O -1.015 5.638 -5.620
P 2.660 -4.789 -4.894
H 2.138 -4.503 3.747
H -1.922 6.327 3.669
H 7.043 -4.830 4.315
C 2.964 -6.788 5.129
H -1.959 2.768 -2.485
H -1.244 -6.997 -0.466
C -1.433 0.114 -0.300
C 6.304 -1.581 3.262
H -10.293 5.538 -2.356
C 6.158 3.500 3.152
C 4.712 0.029 -4.303
H 0.087 6.361 -7.181
C -6.669 -0.194 1.668
H -7.737 0.325 -8.075
H -4.061 -0.195 5.359
C 0.581 -5.791 -6.473
H 1.192 -5.770 6.924
F -1.355 -2.411 -2.965
H -6.059 -3.132 4.617
H -5.973 -0.197 -2.375
C 7.034 -5.568 -3.251
C 2.702 3.416 -4.965
H -2.283 6.761 0.012
H 6.264 1.492 4.145
H -9.016 1.943 -3.805
H 2.376 -7.015 -5.917
H 2.815 -7.851 4.995
H -7.142 0.727 2.079
H 2.671 6.804 4.520
H -1.391 8.323 0.042
H 5.774 3.904 2.204
F -3.467 -2.840 0.434
H 7.464 -6.185 -5.233
N -1.649 -0.698 -4.678
C 0.956 0.049 -0.784
P -6.652 1.901 -3.247
H -9.600 5.447 -4.792
H -2.676 5.623 2.175
H 0.615 1.840 -5.304
H -2.079 -1.007 6.286
H -0.216 -6.219 5.897
H 4.066 -6.393 -3.800
H 7.305 -1.475 2.769
C -5.401 3.075 -2.750
H -6.298 -1.236 -0.072
F 3.369 1.740 -0.582
H -7.556 1.543 -0.535
H 8.109 2.857 2.480
H -7.997 -0.912 0.052
F -0.361 0.065 -6.490
H 7.677 -2.059 -3.236
O -5.635 -4.581 1.956
H 0.716 -2.308 0.395
H -2.805 4.256 -2.744
H -2.475 -3.394 4.604
H 3.370 -6.572 6.131
H -5.058 -2.079 2.940
H -5.713 -0.906 5.230
H 1.803 -6.807 2.969
N -0.133 -0.455 0.069
H 4.688 2.099 3.685
H 5.513 1.746 1.304
O -1.229 -5.760 4.058
N 1.596 -6.120 4.927
H -2.132 -0.110 0.479
C 6.094 -3.084 3.334
H 6.421 -1.115 4.204
H 3.073 0.460 2.762
C 1.056 -5.741 -2.838
C 5.165 -1.162 0.507
C -6.825 -0.053 -7.611
C 3.517 3.200 6.315
H 3.889 -3.248 -6.467
H 8.349 -0.862 -2.202
H 0.067 -5.956 -5.538
H 0.623 -7.739 3.952
H 3.607 6.983 7.612
C -6.392 1.981 -6.173
H -0.421 4.340 -4.045
H -2.992 9.150 1.444
H -6.907 -1.010 2.332
C 0.911 -0.038 -2.355
S 2.691 -4.071 0.527
H -5.218 -3.550 6.070
H 0.460 -4.050 -4.087
C 3.824 -0.845 -5.224
C -6.789 0.487 -2.141
H -4.894 0.552 -7.040
N -1.659 1.880 4.486
N -1.782 7.545 1.941
C -1.864 6.215 2.593
C 7.670 3.661 3.084
C 0.614 2.736 -5.934
H 1.072 2.458 -6.894
N -4.144 -2.174 4.841
H -1.169 -0.142 4.464
O -4.176 6.725 0.683
S -6.712 3.945 1.681
O -3.433 -1.223 -2.898
H 4.682 1.028 -4.738
H -3.817 2.427 -3.953
H 2.345 -4.126 5.456
H -5.456 3.932 -3.410
H 4.428 6.851 6.096
S 2.229 3.582 1.266
C 3.050 -3.206 -5.759
H 3.071 -1.400 2.431
H 2.664 -2.076 -3.918
C -8.348 2.629 -3.318
C 6.572 -1.296 -0.122
H 5.804 4.164 3.937
H 1.888 0.253 -2.697
O -3.156 -4.786 2.352
H 2.593 -5.738 -7.157
H 7.919 4.580 2.548
H 0.860 -0.540 6.906
H 2.313 4.074 4.836
H 8.390 -2.508 -1.670
H -3.602 2.728 -0.270
S -7.364 5.559 -0.436
H 6.220 -7.181 -4.385
C -4.692 -1.039 5.595
H 7.129 -0.363 0.052
S -0.992 -1.218 -6.048
H -0.939 5.647 2.401
H 5.773 -0.311 -4.260
C 6.479 -1.533 -1.594
H 4.626 5.536 7.330
H 3.126 4.296 -4.509
H 2.162 -2.856 -6.279
H 4.997 2.588 7.418
O 2.828 -3.306 -0.744
H 1.930 -5.950 -2.177
H 0.167 -4.978 2.686
C 0.242 -8.161 -7.146
H -0.555 0.495 -3.445
C 3.949 6.269 6.877
H -3.970 1.455 -2.502
H 4.356 -2.606 -4.121
H -0.380 -8.249 -6.226
N -6.731 5.321 0.968
H 5.111 -3.234 3.757
H 1.715 0.553 4.668
O 5.370 2.897 -0.999
H 1.394 6.181 7.860
H -0.393 4.637 -7.378
H -0.103 -8.885 -7.906
O 2.818 -3.292 1.741
C 3.520 -0.536 2.951
O -2.634 3.599 2.970
H -3.721 4.404 -0.519
C 7.213 -3.279 5.608
H 2.203 -1.627 6.898
H -4.568 6.801 2.699
H -7.714 4.682 -3.443
H 1.346 -0.086 1.540
C -9.782 4.512 -4.230
C 3.471 -0.687 4.472
C 1.241 5.114 -5.917
C -0.203 -5.686 -1.935
S -2.787 2.247 3.450
H 6.235 -5.607 -2.526
H 3.631 2.350 5.611
C 0.967 -6.730 3.663
C 2.110 -5.986 -6.187
H 7.390 -4.548 -3.248
C 7.094 -3.783 4.160
C -4.069 -1.948 3.340
C 6.590 -6.168 -4.578
F 5.358 -4.329 0.452
H -0.440 -2.281 -0.984
C 4.286 -5.065 0.492
C -4.033 -4.049 0.010
F -8.757 6.269 0.100
C 5.945 1.153 2.136
H -5.860 2.906 -6.190
H -2.053 -5.589 3.622
H 5.821 -2.358 -1.821
H -0.109 -4.771 -1.360
C -5.073 -3.355 5.004
O 0.442 3.273 4.375
H 0.467 -4.717 -6.614
C 1.811 5.297 7.366
O 1.246 2.990 0.340
O -2.034 -1.675 -6.910
H -5.766 1.585 -8.230
H 0.788 -1.027 -2.837
O 1.718 -5.110 0.591
N 3.603 3.720 0.607
H 2.467 0.135 7.146
C -3.068 8.262 2.091
H 0.510 -7.144 -0.502
C 2.029 6.583 5.373
H -0.891 8.787 3.516
S -4.344 -5.086 1.588
O -4.356 -6.419 1.046
S 3.992 3.169 -0.772
H -5.865 1.287 -0.434
H -5.138 8.244 1.821
H -0.931 -6.422 -7.836
H 7.656 -2.297 5.687
H -0.392 -7.782 -1.837
C -6.279 1.205 -4.809
H -7.749 0.050 -2.484
C 0.261 -0.031 1.433
H -1.857 -0.318 -1.212
H -0.542 -6.475 2.165
C -2.862 3.313 -2.211
C 7.797 -1.786 -2.210
H -1.019 -2.247 0.719
C 1.727 -4.654 4.758
H 1.873 -0.390 -0.350
C -0.239 -1.939 0.034
H 5.149 -5.907 -6.066
H -1.062 -5.573 -2.598
H 0.762 -4.207 4.756
N 2.710 5.610 6.255
C 1.373 -4.434 -3.568
H -4.835 -1.291 6.612
H -0.507 9.251 1.910
H -5.083 6.459 0.460
H -5.626 3.388 -1.702
H -5.264 0.825 -4.684
H 7.103 -2.083 0.429
H -3.336 -2.662 2.975
F 0.059 1.837 6.248
O -4.075 1.845 3.955
F -6.019 4.379 2.948
H 3.812 -1.720 4.639
C -8.339 3.985 -4.044
H -7.454 2.105 -6.419
H -1.464 1.197 -0.289
H 4.332 0.055 -3.279
H 8.158 3.624 4.069
O -1.451 3.903 5.898
O -1.421 -1.076 4.271
H 8.110 -3.610 3.722
S -0.656 2.859 5.270
H 6.986 0.969 1.907
H 2.309 4.682 8.122
C 0.802 -6.385 6.117
H -7.136 -0.645 -6.733
C -0.377 -6.937 -1.127
H 4.316 -1.023 -6.209
O 4.714 3.410 7.022
C -10.615 4.688 -2.973
H 2.932 -0.277 -5.508
H 0.993 -6.539 -3.577
H 4.308 -4.686 -3.333
H -11.681 4.810 -3.204
H 1.439 -1.148 4.474
H -3.012 -3.188 6.322
C 5.716 2.008 3.385
C -7.015 -0.463 0.211
C 2.041 -0.438 5.010
C 0.098 -6.676 -7.606
C -2.801 -2.687 5.381
C -3.970 2.477 -2.867
C -0.673 8.404 2.515
C 3.480 -2.191 -4.658
H -7.884 4.027 -5.047
C -0.201 -5.924 3.064
H -8.789 2.732 -2.323
O 3.211 3.813 -1.777
C 4.191 -5.364 -4.199
H -0.445 2.946 -5.985
O -8.003 3.569 2.198
*
```

Here are the Mulliken charges for atoms 1 to 8, given in e:
1 H 0.267
2 O -0.622
3 C -0.331
4 H 0.401
5 H 0.428
6 H 0.369
7 H -0.368
8 F 0.209


C25H22F14O3P2S2TeZr | wB97M-V/def2-TZVPD

Computed properties:
- HOMO-LUMO gap (alpha / beta) (eV) = 8.33 / 5.89
- E_LUMO (alpha / beta) (eV) = -3.97 / -6.42
- E_HOMO (alpha / beta) (eV) = -12.3 / -12.3
- ΔE to the lowest compared entry with this formula, charge and spin (kcal/mol) = 0.0

Structure (ORCA input):
```
! wB97M-V def2-TZVPD RIJCOSX def2/J DEFGRID3
* xyz 1 2
C -3.867 -4.001 2.231
F -3.042 4.015 -1.062
F -0.734 -5.288 -2.339
H -4.753 -3.374 2.158
H -6.172 0.997 1.860
C 3.280 3.524 -2.487
H 1.798 2.119 4.200
C 0.027 -1.852 -3.262
H 1.470 3.739 -1.382
H -0.031 -1.907 -4.342
F -0.665 3.525 -4.133
F 5.521 2.502 -4.911
H 4.927 0.612 -3.009
F 3.658 1.257 5.575
C -5.478 0.841 2.684
P -2.789 -0.899 1.137
H -4.159 -5.025 1.996
H 0.649 2.432 2.037
C -2.803 -3.568 1.254
H -3.484 -3.983 3.250
H 0.192 -1.677 0.584
O -2.014 2.087 -2.313
H -4.183 -0.729 3.427
O -2.234 -2.270 1.640
C 0.133 -1.717 -0.495
C -0.178 -2.998 -2.498
C 3.084 0.812 -1.935
C -4.934 -0.561 2.653
C 1.968 1.424 3.389
S -2.631 -0.761 -0.922
H -0.283 -3.827 -0.531
C 2.085 1.685 -1.490
F 2.686 -0.671 5.669
C 1.547 0.700 1.130
F -3.896 1.815 0.124
C 3.468 0.114 4.905
F -1.380 3.463 1.100
C 2.202 3.040 -1.755
H -3.179 -3.496 0.232
Zr -2.043 2.201 -0.162
P 0.724 1.048 -0.451
F -0.672 4.250 -1.653
O -4.334 -0.835 1.333
C 1.329 1.597 2.172
H -5.718 -1.306 2.758
C 4.245 2.648 -2.943
C 5.427 3.145 -3.735
C -0.456 -4.301 -3.202
H 3.025 -0.248 -1.722
C 3.074 -0.535 2.522
F 4.653 -0.498 4.790
F 6.574 2.926 -3.072
S -1.686 0.533 1.955
C -0.126 -2.936 -1.120
C 4.156 1.288 -2.662
H 2.651 -1.042 0.494
C 0.396 -0.568 -1.254
H -6.010 0.996 3.624
F -1.500 -4.186 -4.036
F 5.350 4.456 -3.993
H 3.364 4.581 -2.694
C 2.828 0.351 3.560
H 3.767 -1.354 2.662
H -1.953 -4.245 1.271
C 0.315 -0.648 -2.645
C 2.442 -0.354 1.303
H -4.677 1.573 2.610
Te -2.036 3.816 -2.895
F 0.600 -4.685 -3.935
H 0.485 0.233 -3.251
*
```

Here are the Mulliken charges for atoms 1 to 8, given in e:
1 C -1.286
2 F -0.599
3 F -0.276
4 H 0.220
5 H 0.309
6 C -0.823
7 H 0.478
8 C -1.029


E / eV: -10322.772 -20774.496 -332546.436 -119295.601